Below is C6H12O in the gas phase, with properties calculated with the ωB97M-V functional and the def2-TZVPD basis.

```
19
Properties=species:S:1:pos:R:3:forces:R:3
C -1.646 -1.441 0.809 -0.104 -0.064 0.023
C -1.137 -0.103 0.289 0.253 -0.354 -0.163
O -1.879 0.971 0.850 0.004 0.193 -0.057
C 0.311 0.006 0.681 -0.055 0.039 0.138
C 1.328 -0.820 -0.037 0.160 -0.112 -0.072
C 1.361 0.691 -0.142 0.100 0.109 -0.034
C 1.054 1.319 -1.485 -0.039 -0.014 -0.052
H -0.812 -2.149 0.747 -0.297 -0.041 0.027
H -2.481 -1.851 0.236 -0.037 0.173 0.107
H -1.939 -1.345 1.859 0.019 -0.006 -0.119
H -1.229 -0.079 -0.810 0.048 -0.026 0.174
H -1.355 1.767 0.686 -0.272 -0.107 0.082
H 0.439 0.072 1.761 -0.015 0.021 -0.124
H 0.973 -1.342 -0.927 0.103 0.158 0.149
H 2.039 -1.400 0.545 0.053 0.293 -0.091
H 2.095 1.239 0.447 0.033 -0.247 -0.145
H 0.464 0.641 -2.110 0.069 0.126 0.073
H 1.985 1.530 -2.021 -0.131 -0.026 0.043
H 0.497 2.260 -1.398 0.108 -0.115 0.044
```
Forces are in eV/Å.

ΔE to the lowest compared entry with this formula, charge and spin = 26.4 kcal/mol
Structure (SMILES) = C[C@@H]1C[C@@H]1[C@@H](C)O
Calculated total energy = -311.0172 Ha
Gap between HOMO and LUMO = 11.06 eV
Total charge = 0

Per-atom natural (NBO) charges, elementary charge units:
1. C -0.623
2. C 0.094
3. O -0.716
4. C -0.257
5. C -0.424
6. C -0.223
7. C -0.611
8. H 0.213
9. H 0.212
10. H 0.220
11. H 0.157
12. H 0.466
13. H 0.220
14. H 0.208
15. H 0.220
16. H 0.215
17. H 0.206
18. H 0.218
19. H 0.204


Below is 9 unconnected molecules or ions with the total composition ClH16O8, with properties calculated with the ωB97M-V functional and the def2-TZVPD basis.

```
25
Properties=species:S:1:pos:R:3:forces:R:3
Cl -12.417 -4.557 -1.558 0.225 0.104 0.143
O -15.328 -6.005 -2.060 -0.143 -0.037 -0.036
H -15.951 -5.618 -1.439 -0.007 0.112 -0.007
H -14.525 -5.480 -1.919 0.154 0.003 0.053
O -13.528 -6.293 -4.514 -0.039 -0.008 -0.248
H -12.871 -5.952 -3.900 -0.012 -0.028 0.104
H -14.372 -6.091 -4.094 0.007 -0.029 0.119
O -14.939 -3.493 0.118 0.017 0.113 0.155
H -14.845 -3.742 1.041 0.001 -0.060 0.009
H -14.062 -3.667 -0.268 -0.106 -0.137 -0.189
O -10.554 -4.115 1.303 0.066 0.142 0.100
H -11.022 -4.020 0.461 -0.103 -0.250 -0.206
H -11.011 -3.517 1.900 -0.017 0.007 0.013
O -12.141 -1.205 -1.859 0.078 0.103 0.081
H -12.063 -0.715 -1.036 -0.026 0.018 0.015
H -12.261 -2.127 -1.584 -0.037 -0.198 -0.237
O -12.208 -7.915 -1.748 0.102 -0.099 0.107
H -11.598 -8.235 -1.078 0.028 0.017 0.018
H -12.309 -6.974 -1.541 -0.082 0.110 -0.079
O -13.359 -2.875 -4.855 -0.115 0.189 -0.148
H -12.701 -3.455 -4.457 0.097 -0.128 -0.023
H -13.007 -1.994 -4.700 0.002 0.008 0.144
O -10.522 -4.259 -4.313 0.081 -0.140 -0.044
H -10.757 -4.661 -3.464 -0.141 0.114 0.121
H -9.710 -3.779 -4.132 -0.029 0.075 0.036
```
Forces are in eV/Å.

ΔE to the lowest compared entry with this formula, charge and spin = 9.3 kcal/mol
Calculated total energy = -1071.8418 Ha
Gap between HOMO and LUMO = 9.69 eV
Total charge = -1

Per-atom natural (NBO) charges, elementary charge units:
1. Cl -0.924
2. O -0.978
3. H 0.470
4. H 0.494
5. O -0.957
6. H 0.470
7. H 0.483
8. O -0.973
9. H 0.455
10. H 0.497
11. O -0.961
12. H 0.498
13. H 0.454
14. O -0.962
15. H 0.454
16. H 0.497
17. O -0.954
18. H 0.452
19. H 0.493
20. O -0.954
21. H 0.491
22. H 0.460
23. O -0.960
24. H 0.493
25. H 0.463


Below is 2 unconnected molecules or ions with the total composition C4H13N3OS, with properties calculated with the ωB97M-V functional and the def2-TZVPD basis.

```
22
Properties=species:S:1:pos:R:3:forces:R:3
C -1.582 1.166 -0.935 -2.203 -5.485 1.843
C 1.571 0.610 1.557 -2.160 0.714 -0.559
C -1.083 -1.752 -0.345 1.003 2.064 -0.574
C -1.712 -0.666 0.540 -2.320 0.084 -1.887
N 1.888 1.063 -1.221 -0.360 0.135 0.707
N 0.241 -2.098 -0.126 1.382 -0.479 1.387
N 2.943 -0.849 -0.222 1.682 -1.101 -0.966
O -1.162 0.594 0.334 0.175 0.179 -0.253
S 1.536 -0.027 -0.119 -0.677 1.268 -1.287
H -2.617 1.349 -0.774 -0.994 0.847 -0.404
H -1.505 0.380 -1.708 0.229 0.822 -0.055
H -0.984 1.933 -1.019 2.703 4.257 -1.122
H 1.224 -0.210 2.135 0.194 -0.732 0.896
H 2.451 1.062 1.821 2.867 0.187 0.571
H 0.897 1.461 1.766 -0.418 -0.674 -0.936
H -0.960 -1.363 -1.354 -1.323 -0.231 -0.769
H -1.659 -2.625 -0.240 -0.971 -1.432 -0.351
H -1.586 -0.971 1.521 0.410 -0.223 2.181
H -2.875 -0.624 0.364 1.862 -0.175 0.098
H 1.031 1.262 -1.697 -0.543 0.421 -0.451
H 2.672 -1.790 -0.532 0.310 0.198 0.345
H 3.449 -0.388 -1.044 -0.845 -0.646 1.585
```
Forces are in eV/Å.

ΔE to the lowest compared entry with this formula, charge and spin = 114.0 kcal/mol
Calculated total energy = -797.6218 Ha
Gap between HOMO and LUMO (spin up / spin down) = 7.72 / 7.82 eV
Total charge = 0

Per-atom natural (NBO) charges, elementary charge units:
1. C -0.238
2. C -0.825
3. C -0.404
4. C -0.060
5. N -1.175
6. N -0.298
7. N -1.040
8. O -0.548
9. S 1.374
10. H 0.180
11. H 0.170
12. H 0.191
13. H 0.234
14. H 0.236
15. H 0.252
16. H 0.203
17. H 0.235
18. H 0.191
19. H 0.157
20. H 0.344
21. H 0.402
22. H 0.418


Below is a molecular structure, C27H21IO4PSTi, with properties calculated with the ωB97M-V functional and the def2-TZVPD basis.

```
56
Properties=species:S:1:pos:R:3:forces:R:3
Ti 0.435 0.043 -0.377 -0.180 1.233 0.637
C -0.283 2.240 -0.659 -0.019 0.194 0.150
C 1.109 2.259 -0.411 -0.065 0.377 0.197
C 1.329 1.750 0.882 -0.149 0.402 0.180
C 0.068 1.419 1.437 0.022 0.421 0.209
C -0.924 1.727 0.488 0.081 0.520 0.119
H -0.770 2.597 -1.550 -0.008 -0.156 -0.143
H 1.865 2.640 -1.076 0.070 -0.171 -0.144
H 2.277 1.690 1.386 0.123 -0.220 -0.030
H -0.106 1.070 2.440 -0.017 -0.234 0.027
H -1.987 1.656 0.632 -0.130 -0.236 -0.063
O 2.038 -0.655 -0.812 0.741 -0.736 -0.202
S 1.440 -1.168 -2.263 0.633 -0.181 -1.051
O 0.912 -2.503 -2.074 0.067 0.043 -0.009
O 0.203 -0.128 -2.190 -0.212 -0.199 -0.674
O -0.765 -1.233 0.142 -0.630 -1.670 0.245
I 1.533 -1.957 2.191 -0.049 0.115 0.413
C 2.148 -3.451 0.882 -0.452 0.015 -0.134
C 3.497 -3.625 0.802 0.179 -0.171 -0.096
C 4.033 -4.749 0.142 0.120 0.132 0.074
C 3.189 -5.703 -0.329 -0.110 -0.126 -0.048
C 1.783 -5.537 -0.259 0.006 0.039 0.002
C 0.948 -6.595 -0.699 0.134 -0.035 -0.040
C -0.403 -6.487 -0.654 -0.201 0.036 0.024
C -0.976 -5.253 -0.288 0.075 -0.142 0.008
C -0.215 -4.183 0.127 0.375 0.284 -0.152
P -1.279 -2.711 0.187 -0.285 0.189 0.484
C -2.419 -2.817 -1.194 -0.160 0.016 -0.011
C -3.675 -2.231 -1.022 -0.001 -0.067 -0.050
C -4.577 -2.200 -2.073 0.002 -0.011 -0.036
C -4.226 -2.744 -3.301 0.039 -0.001 -0.010
C -2.974 -3.323 -3.477 0.004 0.019 0.023
C -2.069 -3.366 -2.428 0.057 0.067 -0.032
C -2.177 -2.769 1.746 0.026 0.152 0.123
C -2.768 -1.581 2.192 0.031 -0.051 0.024
C -3.442 -1.543 3.400 -0.021 -0.017 0.024
C -3.521 -2.688 4.183 0.017 -0.046 0.004
C -2.921 -3.865 3.757 -0.005 0.028 -0.013
C -2.247 -3.909 2.544 -0.050 0.040 -0.053
C 1.215 -4.341 0.265 0.048 0.006 0.027
H 4.163 -2.921 1.285 -0.030 -0.030 -0.025
H 5.106 -4.870 0.073 -0.049 0.012 0.012
H 3.579 -6.618 -0.762 -0.047 0.058 0.009
H 1.418 -7.502 -1.064 -0.020 0.062 0.032
H -1.041 -7.306 -0.960 0.012 0.048 0.022
H -2.050 -5.148 -0.387 0.042 -0.025 -0.010
H -3.961 -1.815 -0.065 -0.015 -0.021 -0.011
H -5.556 -1.760 -1.930 0.038 -0.002 -0.007
H -4.929 -2.718 -4.123 0.024 -0.013 0.029
H -2.698 -3.740 -4.437 -0.020 0.003 0.034
H -1.092 -3.811 -2.576 -0.083 0.062 0.024
H -2.681 -0.679 1.600 -0.006 0.008 -0.021
H -3.900 -0.621 3.735 0.026 -0.035 -0.014
H -4.041 -2.658 5.132 0.012 -0.010 -0.030
H -2.967 -4.753 4.374 -0.002 0.023 -0.013
H -1.766 -4.829 2.241 0.012 0.005 -0.036
```
Forces are in eV/Å.

ΔE to the lowest compared entry with this formula, charge and spin = 0.0 kcal/mol
Calculated total energy = -3229.0804 Ha
Gap between HOMO and LUMO = 7.92 eV
Total charge = +1

Per-atom natural (NBO) charges, elementary charge units:
1. Ti 1.381
2. C -0.259
3. C -0.255
4. C -0.288
5. C -0.275
6. C -0.281
7. H 0.264
8. H 0.264
9. H 0.265
10. H 0.256
11. H 0.254
12. O -0.832
13. S 1.780
14. O -0.936
15. O -0.835
16. O -1.015
17. I 0.248
18. C -0.131
19. C -0.219
20. C -0.182
21. C -0.165
22. C -0.051
23. C -0.115
24. C -0.231
25. C -0.175
26. C -0.332
27. P 1.970
28. C -0.480
29. C -0.114
30. C -0.225
31. C -0.163
32. C -0.206
33. C -0.157
34. C -0.477
35. C -0.184
36. C -0.196
37. C -0.169
38. C -0.218
39. C -0.106
40. C -0.086
41. H 0.237
42. H 0.233
43. H 0.227
44. H 0.228
45. H 0.236
46. H 0.236
47. H 0.215
48. H 0.229
49. H 0.230
50. H 0.231
51. H 0.245
52. H 0.220
53. H 0.227
54. H 0.231
55. H 0.231
56. H 0.219


Below is 4 unconnected molecules or ions with the total composition C4H16O3, with properties calculated with the ωB97M-V functional and the def2-TZVPD basis.

```
23
Properties=species:S:1:pos:R:3:forces:R:3
C 0.774 -0.694 -2.692 -1.015 -0.518 -3.408
C -1.021 1.523 0.202 2.870 -1.014 -0.321
C -0.760 0.253 -0.721 -2.121 0.742 -1.112
C 0.595 0.228 -1.491 0.159 0.170 1.998
H 1.488 -0.246 -3.461 -0.903 -0.379 0.997
H -0.197 -0.966 -3.343 1.719 1.057 1.559
H 1.191 -1.712 -2.540 -0.183 0.763 0.725
H -2.014 1.493 0.743 1.604 -0.048 -0.207
H -0.923 2.452 -0.375 -0.440 -0.248 -0.055
H 0.034 1.525 0.785 -2.859 0.228 -0.181
H -1.677 0.051 -1.358 1.062 0.767 -0.078
H -0.857 -0.608 -0.114 0.445 -0.974 1.032
H 0.908 1.311 -1.599 -0.190 -1.293 -0.553
H 1.289 -0.217 -0.735 -0.147 0.730 -0.386
H -0.715 -3.408 0.273 1.648 0.231 -0.213
H -0.201 -3.837 -1.010 0.368 -0.306 -0.964
O 0.156 -3.444 -0.220 -2.015 0.095 1.183
H -4.771 3.509 4.340 -1.558 2.225 1.283
H -3.787 2.421 4.670 -0.233 0.202 -0.312
O -4.295 2.832 3.955 1.794 -2.431 -0.977
H 5.621 -1.196 1.734 -1.140 0.900 -0.949
H 4.201 -0.597 1.763 -0.370 0.029 0.241
O 4.962 -0.673 1.193 1.507 -0.928 0.699
```
Forces are in eV/Å.

ΔE to the lowest compared entry with this formula, charge and spin = 46.3 kcal/mol
Structure (SMILES) = CCCC.O.O.O
Calculated total energy = -387.6491 Ha
Gap between HOMO and LUMO = 11.25 eV
Total charge = 0

Per-atom natural (NBO) charges, elementary charge units:
1. C -0.618
2. C -0.617
3. C -0.390
4. C -0.428
5. H 0.216
6. H 0.196
7. H 0.218
8. H 0.228
9. H 0.202
10. H 0.198
11. H 0.184
12. H 0.192
13. H 0.205
14. H 0.212
15. H 0.463
16. H 0.462
17. O -0.924
18. H 0.463
19. H 0.468
20. O -0.931
21. H 0.469
22. H 0.468
23. O -0.936


Below is a molecular structure, As6F36Zn, with properties calculated with the ωB97M-V functional and the def2-TZVPD basis.

```
43
Properties=species:S:1:pos:R:3:forces:R:3
Zn 0.040 -0.006 0.033 -0.037 0.001 -0.111
As -3.097 -2.040 0.590 0.125 -0.111 -0.303
F -3.931 -0.809 1.431 -0.198 0.381 0.186
F -4.547 -3.018 0.587 -0.105 -0.151 0.097
F -2.239 -3.299 -0.203 0.138 -0.032 -0.178
F -1.613 -1.001 0.566 -0.274 -0.192 0.216
F -2.577 -2.684 2.097 0.023 -0.153 0.332
F -3.528 -1.345 -0.915 -0.114 0.041 -0.151
As 1.211 0.767 3.562 0.166 -0.199 -0.185
F 1.633 -0.898 3.504 0.095 -0.119 -0.035
F 0.405 0.597 1.949 0.081 0.000 0.162
F 0.735 2.410 3.628 -0.046 0.373 -0.108
F 2.012 0.939 5.108 -0.020 -0.049 0.197
F 2.660 1.186 2.748 0.162 0.062 -0.104
F -0.273 0.336 4.303 -0.360 -0.104 0.303
As 1.961 -3.406 0.090 0.379 0.268 -0.021
F 2.974 -4.841 0.043 -0.038 -0.100 -0.084
F 0.762 -4.259 0.975 -0.146 -0.159 0.131
F 0.942 -1.933 0.192 0.141 0.050 0.010
F 3.146 -2.523 -0.807 0.061 0.071 0.024
F 1.215 -3.841 -1.391 -0.195 -0.140 -0.091
F 2.737 -2.935 1.555 0.007 0.012 0.140
As -2.348 2.872 0.577 -0.010 0.224 -0.076
F -2.479 1.871 1.956 -0.072 -0.137 0.269
F -1.176 1.706 -0.123 0.040 -0.039 -0.111
F -2.174 3.843 -0.844 0.023 0.101 -0.158
F -3.491 4.026 1.237 -0.094 0.092 0.090
F -1.058 3.736 1.305 0.245 0.100 0.080
F -3.646 2.041 -0.180 -0.157 -0.239 -0.165
As 2.678 2.433 -1.116 0.174 -0.180 -0.008
F 2.054 3.280 0.228 -0.139 0.231 0.265
F 3.676 3.800 -1.557 0.032 0.134 -0.081
F 3.313 1.521 -2.431 -0.018 -0.103 -0.138
F 1.625 1.027 -0.645 0.375 -0.031 -0.070
F 1.396 2.982 -2.104 -0.197 0.203 -0.209
F 3.950 1.808 -0.138 0.086 -0.129 0.200
As -0.423 -0.628 -3.698 0.019 0.571 -0.302
F -0.547 -0.537 -5.452 -0.135 -0.059 0.041
F 0.121 -2.252 -3.836 0.161 -0.211 0.166
F -0.247 -0.653 -1.910 -0.156 -0.201 -0.116
F -1.015 0.990 -3.580 0.036 0.015 0.002
F -2.031 -1.209 -3.548 -0.228 -0.098 -0.049
F 1.193 -0.056 -3.782 0.172 0.007 -0.057
```
Forces are in eV/Å.

ΔE to the lowest compared entry with this formula, charge and spin = 1.2 kcal/mol
Calculated total energy = -18790.0003 Ha
Gap between HOMO and LUMO = 11.98 eV
Total charge = -4

Per-atom natural (NBO) charges, elementary charge units:
1. Zn 1.838
2. As 2.857
3. F -0.616
4. F -0.656
5. F -0.615
6. F -0.706
7. F -0.624
8. F -0.612
9. As 2.855
10. F -0.616
11. F -0.702
12. F -0.617
13. F -0.656
14. F -0.614
15. F -0.622
16. As 2.853
17. F -0.658
18. F -0.620
19. F -0.691
20. F -0.624
21. F -0.614
22. F -0.622
23. As 2.853
24. F -0.612
25. F -0.691
26. F -0.630
27. F -0.657
28. F -0.617
29. F -0.620
30. As 2.856
31. F -0.610
32. F -0.655
33. F -0.619
34. F -0.707
35. F -0.611
36. F -0.623
37. As 2.853
38. F -0.659
39. F -0.620
40. F -0.695
41. F -0.620
42. F -0.618
43. F -0.615